Record 1
Molecular formula: C5H11NO
Method: DFT, ωB97M-V/def2-TZVPD

Geometry (Å):
1 C 1.53 1.72 -0.75
2 C 1.31 0.25 -1.08
3 C 1.35 -0.65 0.15
4 N 0.39 -0.25 1.16
5 C -0.90 -0.51 1.28
6 O -1.40 -1.28 0.31
7 C -2.80 -1.33 0.62
8 H 1.54 2.33 -1.66
9 H 0.72 2.10 -0.11
10 H 2.48 1.87 -0.23
11 H 0.33 0.11 -1.57
12 H 2.07 -0.10 -1.78
13 H 1.13 -1.69 -0.11
14 H 2.33 -0.62 0.64
15 H 0.66 0.40 1.88
16 H -3.33 -0.89 -0.22
17 H -3.01 -0.72 1.52
18 H -3.06 -2.36 0.82

Results
energy relative to the best compared isomer or geometry (same formula, charge and spin) = 61.6 kcal/mol
max |F| = 1.28 eV/Å
net charge = 0
frontier orbital gap = 9.2016 eV


Record 2
Molecular formula: C3H2BrNS
Method: DFT, ωB97M-V/def2-TZVPD

Geometry (Å):
1 C 0.81 0.77 0.00
2 C -0.32 -1.14 -0.08
3 C 2.01 -0.23 -0.04
4 N -0.35 0.16 0.08
5 S 1.30 -1.82 -0.02
6 Br 3.78 0.32 0.02
7 H 1.09 1.76 0.23
8 H -1.19 -1.88 0.15

Results
structure (SMILES) = Brc1cncs1
energy relative to the best compared isomer or geometry (same formula, charge and spin) = 3.7 kcal/mol
max |F| = 7.11 eV/Å
net charge = 0
frontier orbital gap = 8.9377 eV


Record 3
Molecular formula: C45H115N11O21
Method: DFT, ωB97M-V/def2-TZVPD

Geometry (Å):
1 C -2.67 -0.34 1.78
2 C -1.74 0.54 0.96
3 C -0.48 0.96 1.80
4 C 0.56 -0.16 1.92
5 C 0.89 -0.69 0.52
6 C -0.29 -1.21 -0.30
7 N -1.31 -0.16 -0.31
8 O -2.44 -0.58 -1.06
9 C 0.30 -1.40 -1.72
10 C -0.62 -2.59 0.28
11 C -2.49 1.77 0.50
12 H -3.46 -0.79 1.18
13 H -3.13 0.24 2.58
14 H -2.22 -1.19 2.31
15 H -0.09 1.94 1.52
16 H -0.81 1.13 2.83
17 H 0.16 -1.02 2.47
18 H 1.52 0.10 2.37
19 H 1.69 -1.43 0.63
20 H 1.43 0.08 -0.04
21 H -0.45 -1.70 -2.45
22 H 0.67 -0.43 -2.05
23 H 1.14 -2.09 -1.82
24 H -1.60 -2.80 -0.20
25 H -0.04 -3.44 -0.08
26 H -0.83 -2.63 1.34
27 H -1.81 2.47 0.01
28 H -2.91 2.34 1.34
29 H -3.26 1.51 -0.23
30 H -2.94 -1.17 -0.46
31 C 1.88 3.47 -0.68
32 C 2.25 4.84 -1.29
33 C 1.37 4.98 -2.56
34 C 0.68 6.31 -2.82
35 C 1.71 7.37 -2.45
36 C 2.10 7.39 -0.96
37 N 1.96 6.00 -0.44
38 O 2.56 5.89 0.83
39 C 3.52 7.95 -0.88
40 C 1.18 8.34 -0.21
41 C 3.73 4.83 -1.75
42 H 1.95 2.64 -1.38
43 H 0.81 3.38 -0.44
44 H 2.47 3.45 0.24
45 H 1.96 4.71 -3.44
46 H 0.66 4.15 -2.68
47 H -0.18 6.50 -2.17
48 H 0.47 6.40 -3.88
49 H 1.35 8.35 -2.79
50 H 2.57 7.39 -3.14
51 H 4.29 7.29 -1.29
52 H 3.70 8.93 -1.31
53 H 3.81 7.95 0.18
54 H 0.12 8.15 -0.43
55 H 1.25 8.27 0.87
56 H 1.38 9.37 -0.52
57 H 4.47 5.06 -0.99
58 H 3.82 5.54 -2.58
59 H 3.99 3.87 -2.20
60 H 1.80 5.95 1.44
61 C -0.48 -4.65 -3.55
62 C -0.68 -6.16 -3.75
63 C -1.08 -6.49 -5.23
64 C -0.93 -7.94 -5.57
65 C 0.43 -8.51 -5.19
66 C 0.80 -8.30 -3.70
67 N 0.49 -6.93 -3.34
68 O 1.07 -6.57 -2.12
69 C 0.12 -9.38 -2.87
70 C 2.33 -8.56 -3.68
71 C -1.90 -6.56 -2.90
72 H -0.01 -4.50 -2.58
73 H -1.47 -4.19 -3.59
74 H 0.12 -4.25 -4.37
75 H -2.14 -6.27 -5.37
76 H -0.65 -5.73 -5.89
77 H -1.19 -8.12 -6.61
78 H -1.67 -8.54 -5.03
79 H 1.14 -7.99 -5.84
80 H 0.53 -9.57 -5.43
81 H 0.15 -9.16 -1.80
82 H -0.93 -9.50 -3.14
83 H 0.48 -10.40 -3.02
84 H 2.95 -7.95 -4.35
85 H 2.69 -8.26 -2.69
86 H 2.50 -9.62 -3.86
87 H -2.17 -7.62 -2.90
88 H -2.78 -5.98 -3.19
89 H -1.72 -6.22 -1.87
90 H 0.60 -7.02 -1.41
91 C -0.41 4.75 2.24
92 C -0.52 6.25 2.34
93 O 0.73 6.84 2.74
94 O -0.66 4.14 3.52
95 H 0.54 4.40 1.86
96 H -1.21 4.39 1.58
97 H -1.21 6.58 3.12
98 H -0.88 6.60 1.37
99 H 0.84 6.84 3.69
100 H -1.61 3.94 3.61
101 C -6.59 -0.91 -2.31
102 C -6.00 -0.22 -1.11
103 O -5.98 1.21 -1.17
104 O -7.96 -0.54 -2.44
105 H -6.56 -1.99 -2.14
106 H -6.04 -0.63 -3.21
107 H -4.93 -0.44 -1.06
108 H -6.37 -0.66 -0.19
109 H -6.14 1.54 -2.06
110 H -8.56 -1.29 -2.35
111 C 2.90 0.83 -4.34
112 C 4.00 1.84 -4.04
113 O 4.82 2.14 -5.18
114 O 1.81 1.39 -5.06
115 H 2.51 0.48 -3.39
116 H 3.42 0.02 -4.86
117 H 4.59 1.61 -3.15
118 H 3.54 2.81 -3.81
119 H 4.42 2.89 -5.63
120 H 2.21 1.94 -5.75
121 C 5.08 0.39 2.24
122 C 4.32 1.36 1.41
123 O 4.15 0.88 0.09
124 O 6.49 0.39 2.03
125 H 4.70 -0.64 2.23
126 H 4.93 0.74 3.28
127 H 4.79 2.35 1.34
128 H 3.32 1.50 1.82
129 H 4.92 1.15 -0.43
130 H 6.81 -0.48 2.27
131 C 3.09 -3.04 5.53
132 C 1.70 -2.87 4.90
133 O 1.24 -1.61 5.42
134 O 4.00 -2.14 4.86
135 H 3.47 -4.06 5.43
136 H 3.14 -2.70 6.57
137 H 1.07 -3.63 5.37
138 H 1.63 -2.85 3.82
139 H 0.44 -1.35 4.95
140 H 3.45 -1.38 4.64
141 C -5.39 4.26 4.46
142 C -4.54 3.10 3.92
143 O -3.16 3.31 4.27
144 O -6.71 3.90 4.75
145 H -5.39 5.10 3.74
146 H -5.04 4.70 5.40
147 H -4.61 2.99 2.85
148 H -4.88 2.24 4.50
149 H -3.03 3.37 5.22
150 H -7.11 3.50 3.97
151 C -2.68 -3.05 6.49
152 C -2.60 -2.09 5.35
153 O -1.55 -1.16 5.59
154 O -3.13 -2.36 7.67
155 H -1.74 -3.56 6.71
156 H -3.36 -3.90 6.34
157 H -3.53 -1.53 5.22
158 H -2.39 -2.69 4.46
159 H -1.86 -0.57 6.29
160 H -4.09 -2.35 7.77
161 C 5.50 -1.80 -2.24
162 O 5.72 -0.75 -2.87
163 N 6.11 -2.94 -2.63
164 N 4.66 -1.87 -1.18
165 H 6.67 -2.92 -3.46
166 H 6.02 -3.77 -2.06
167 H 4.27 -1.03 -0.79
168 H 4.31 -2.74 -0.83
169 C -4.82 -3.74 0.94
170 O -4.93 -3.09 -0.10
171 N -5.63 -3.60 2.02
172 N -3.80 -4.63 1.07
173 H -5.44 -4.17 2.82
174 H -6.43 -2.99 1.99
175 H -3.22 -4.70 0.25
176 H -3.41 -5.13 1.85
177 C 2.19 2.61 4.58
178 O 3.27 2.08 4.82
179 N 0.99 1.98 4.41
180 N 2.03 3.95 4.48
181 H 0.31 2.63 4.01
182 H 0.81 1.00 4.38
183 H 2.86 4.52 4.47
184 H 1.14 4.32 4.17
185 C -1.67 1.79 -3.88
186 O -1.71 2.17 -5.04
187 N -2.75 1.56 -3.08
188 N -0.47 1.73 -3.21
189 H -3.64 1.80 -3.45
190 H -2.57 1.19 -2.16
191 H -0.41 1.44 -2.25
192 H 0.35 2.09 -3.66

Results
max |F| = 2.91 eV/Å
net charge = 0
frontier orbital gap = 7.5582 eV